# 1
{
  "formula": "CHFIPS",
  "method": "ωB97M-V with the def2-TZVPD basis set",
  "de_lowest_kcal_mol": 0.00,
  "s_squared": 2.007,
  "multiplicity": 3,
  "energy_ha": -1175.74633,
  "lumo_ev": [0.0642, -2.8582],
  "species": ["C", "F", "P", "S", "I", "H"],
  "positions_angstrom": [[0.642318, 0.506757, 0.039452], [0.094678, -1.715974, -0.246826], [-0.581187, -0.450249, -0.898548], [1.346681, 1.842584, -0.530327], [-2.592481, -0.476338, 0.600873], [1.089989, 0.293218, 1.035374]],
  "forces_ev_per_a": [[-0.6, -0.1, 0.4], [-0.2, -2.2, -0.2], [0.7, 0.9, 1.4], [0.7, 1.8, -0.9], [0.2, 0.1, -0.2], [-0.9, -0.6, -0.5]]
}



# 2
{
  "formula": "CHFN2O",
  "method": "ωB97M-V with the def2-TZVPD basis set",
  "de_lowest_kcal_mol": 55.86,
  "energy_ha": -323.17677,
  "smiles": "O=N/N=C/F",
  "lumo_ev": -0.0915,
  "species": ["C", "N", "N", "O", "F", "H"],
  "positions_angstrom": [[0.931966, 0.210023, 0.037938], [-0.202582, -0.129465, -0.137072], [-1.500896, -0.386183, 0.364115], [-2.410907, -0.626338, -0.377919], [1.490406, 1.409007, -0.051133], [1.692011, -0.477046, 0.164072]],
  "forces_ev_per_a": [[2.0, 0.2, -0.1], [-5.3, -0.5, -0.3], [-0.2, 0.3, -0.7], [2.2, 0.4, 0.6], [-0.6, 1.2, 0.0], [1.8, -1.5, 0.4]]
}



# 3
{
  "formula": "CHFN2OS",
  "method": "ωB97M-V with the def2-TZVPD basis set",
  "de_lowest_kcal_mol": 125.07,
  "energy_ha": -721.26116,
  "lumo_ev": -1.8061,
  "species": ["C", "N", "N", "O", "F", "S", "H"],
  "positions_angstrom": [[0.397736, -1.144159, 0.066314], [-0.013660, -2.252271, 0.429586], [-1.163589, 1.537146, 0.244525], [0.648934, -2.143989, -0.900896], [1.342908, 1.392119, -0.047632], [0.046517, 0.867134, 0.936938], [-1.258846, 1.744021, -0.728834]],
  "forces_ev_per_a": [[-0.8, 0.3, 1.2], [-0.8, 0.5, 2.1], [2.3, -1.5, 3.6], [1.1, 1.1, -1.9], [-1.0, -0.7, 1.7], [-1.1, 0.6, -5.9], [0.3, -0.3, -0.8]]
}



# 4
{
  "formula": "CHFO2",
  "method": "ωB97M-V with the def2-TZVPD basis set",
  "de_lowest_kcal_mol": 223.61,
  "energy_ha": -288.73169,
  "lumo_ev": [-1.8605, 0.2747],
  "species": ["C", "O", "O", "F", "H"],
  "positions_angstrom": [[0.110699, -0.160232, -0.265785], [1.009812, -0.890260, -1.099003], [0.674444, -1.219166, 0.264532], [0.475754, 1.124423, 0.072755], [-2.270710, 1.145237, 1.027503]],
  "forces_ev_per_a": [[2.3, 0.9, -1.2], [-1.1, 1.6, -1.1], [-0.5, -0.5, 2.6], [-0.6, -2.1, -0.3], [0.0, 0.0, 0.0]]
}



# 5
{
  "formula": "CHFO2",
  "method": "ωB97M-V with the def2-TZVPD basis set",
  "de_lowest_kcal_mol": 119.49,
  "energy_ha": -288.89761,
  "lumo_ev": 0.7943,
  "species": ["C", "O", "O", "F", "H"],
  "positions_angstrom": [[-1.214741, -0.329530, -0.497708], [-1.820824, 0.388668, 0.087745], [1.325459, -0.315224, 0.402633], [1.168290, 0.927748, -0.102827], [0.541818, -0.671662, 0.110159]],
  "forces_ev_per_a": [[0.6, -1.2, -1.0], [-1.3, 1.3, 0.9], [3.7, -0.7, 2.2], [0.0, 2.6, -0.9], [-2.9, -2.0, -1.2]]
}



# 6
{
  "formula": "CHI4P",
  "method": "ωB97M-V with the def2-TZVPD basis set",
  "de_lowest_kcal_mol": 15.13,
  "energy_ha": -1570.81649,
  "lumo_ev": -1.9776,
  "species": ["C", "P", "I", "I", "I", "I", "H"],
  "positions_angstrom": [[0.287141, -0.135895, 0.766589], [-1.110166, -0.878882, 1.745678], [0.652026, 1.969444, 1.265061], [1.784350, -1.369878, 1.525846], [-3.467177, 0.846231, 0.948996], [-1.308683, -2.810712, 0.359961], [0.371303, -0.051680, -0.390487]],
  "forces_ev_per_a": [[-0.2, 1.7, -1.8], [-1.1, 1.7, -0.9], [-0.3, -0.6, 0.1], [1.1, -0.3, 0.3], [1.7, -1.3, 0.4], [-0.6, -0.4, -0.3], [-0.6, -0.8, 2.2]]
}



# 7
{
  "formula": "CHIN2O2S",
  "method": "ωB97M-V with the def2-TZVPD basis set",
  "de_lowest_kcal_mol": 54.68,
  "energy_ha": -994.40101,
  "lumo_ev": [-1.8940, -2.4377],
  "species": ["C", "N", "N", "O", "O", "S", "I", "H"],
  "positions_angstrom": [[0.111289, -1.445978, -1.212179], [-0.489092, -2.356352, -1.534966], [0.803335, -0.397699, -0.906262], [-1.913134, 2.165451, -0.917212], [0.117043, 0.733007, -0.825837], [-1.500640, 0.782566, -0.818626], [1.247051, 0.829300, 2.552131], [1.624148, -0.310295, 3.662950]],
  "forces_ev_per_a": [[0.1, 1.1, 0.3], [-1.5, -2.7, -0.8], [1.9, 0.8, 0.3], [0.3, 0.2, 0.0], [0.7, 1.1, 0.1], [-1.6, -0.6, -0.1], [0.1, -0.4, 0.4], [-0.2, 0.4, -0.4]]
}



# 8
{
  "formula": "CHINO2P",
  "method": "ωB97M-V with the def2-TZVPD basis set",
  "de_lowest_kcal_mol": 81.46,
  "energy_ha": -882.87692,
  "lumo_ev": -1.3951,
  "species": ["C", "N", "O", "O", "P", "I", "H"],
  "positions_angstrom": [[-0.517997, 0.503168, 0.350166], [-0.876630, 1.310721, -0.404488], [-0.846300, 2.229207, -1.122680], [0.099386, -2.497968, -0.219335], [0.722467, -1.304019, -0.765223], [2.027158, -0.145332, 0.957932], [-0.608084, -0.095779, 1.203627]],
  "forces_ev_per_a": [[-1.1, -1.2, 0.2], [0.7, 0.2, 1.0], [-0.6, 1.6, -1.9], [-0.3, -0.5, 0.4], [0.1, 0.2, -1.0], [2.0, -0.1, 0.7], [-0.8, -0.2, 0.6]]
}



# 9
{
  "formula": "CHIS2",
  "method": "ωB97M-V with the def2-TZVPD basis set",
  "de_lowest_kcal_mol": 6.17,
  "energy_ha": -1132.75181,
  "lumo_ev": -0.1876,
  "species": ["C", "S", "S", "I", "H"],
  "positions_angstrom": [[1.189301, -0.694292, 0.817840], [1.433284, -0.104840, 2.234570], [0.916274, -1.503270, -0.494748], [-1.421231, 1.790335, -1.388853], [-2.117628, 0.512068, -1.168808]],
  "forces_ev_per_a": [[-0.2, -1.0, 0.0], [0.0, 0.2, -0.5], [0.2, 0.7, 0.5], [1.8, 3.3, -0.6], [-1.8, -3.2, 0.6]]
}



# 10
{
  "formula": "CHKLiO3",
  "method": "ωB97M-V with the def2-TZVPD basis set",
  "de_lowest_kcal_mol": 11.29,
  "energy_ha": -871.85319,
  "lumo_ev": 1.5515,
  "charge": -1,
  "species": ["O", "H", "C", "O", "O", "K", "Li"],
  "positions_angstrom": [[1.195639, 0.648678, -0.524672], [2.898123, -0.650186, -1.000388], [1.205238, -0.530486, -0.120806], [2.251842, -1.266533, -0.605463], [-2.532608, 0.667321, 0.140986], [-4.167151, 0.779774, 2.305693], [-0.851083, 0.351434, -0.195352]],
  "forces_ev_per_a": [[0.0, -0.2, 0.2], [-0.2, 0.3, -0.3], [-0.8, 0.5, -0.4], [0.8, -0.7, 0.3], [-0.8, 0.1, 1.2], [1.1, -0.1, -1.4], [-0.2, 0.1, 0.3]]
}



# 11
{
  "formula": "CHLiOPd",
  "method": "ωB97M-V with the def2-TZVPD basis set",
  "de_lowest_kcal_mol": 0.00,
  "s_squared": 2.019,
  "multiplicity": 3,
  "energy_ha": -249.16795,
  "lumo_ev": [-0.3842, -1.4144],
  "species": ["H", "O", "C", "Pd", "Li"],
  "positions_angstrom": [[0.193607, 0.473703, 0.472502], [-1.274673, 0.450430, -1.150070], [-0.786140, 1.058085, -0.317895], [1.640458, -0.350496, 0.407205], [0.226747, -1.631722, 0.588258]],
  "forces_ev_per_a": [[0.0, -0.1, 0.1], [-0.8, -1.6, -1.6], [0.5, 2.0, 1.5], [2.4, 1.7, -0.3], [-2.1, -2.0, 0.2]]
}



# 12
{
  "formula": "CHLiOZn",
  "method": "ωB97M-V with the def2-TZVPD basis set",
  "de_lowest_kcal_mol": 48.24,
  "energy_ha": -1900.58919,
  "lumo_ev": [-0.9651, -1.0438],
  "species": ["H", "O", "C", "Zn", "Li"],
  "positions_angstrom": [[0.056012, 1.501434, 1.639550], [-0.128180, -0.899541, -0.283509], [0.465393, 0.259113, -0.530610], [-1.304594, 0.366594, 0.734775], [0.911370, -1.227600, -1.560205]],
  "forces_ev_per_a": [[-1.3, -1.1, -0.7], [1.5, 2.5, -0.5], [-1.0, -2.3, 0.3], [-0.2, 1.8, 2.1], [1.0, -1.0, -1.2]]
}



We obtain F_max values of 2.2 5.3 6.0 2.7 4.3 2.5 3.2 2.6 3.7 1.8 3.0 3.0 eV/A for the records listed above, in that order.